Entry 1:
{"formula": "H3NO4P", "method": "wB97M-V/def2-TZVPD", "e_above_lowest_kj_mol": 259.1, "molar_mass_g_mol": 112.0, "gap_ev": 9.3, "charge": -1, "species": ["N", "O", "O", "O", "O", "P", "H", "H", "H"], "coordinates": [[0.378, -0.527, 1.256], [1.139, 0.524, -1.602], [-0.529, 1.932, 0.405], [-1.510, -1.586, -0.285], [-1.545, -0.149, -0.450], [-0.227, 0.512, 0.177], [-0.773, -1.528, 0.305], [1.359, -0.443, 1.501], [1.708, 1.265, -1.306]]}

Entry 2:
{"formula": "C54H100BrN6O4P", "method": "wB97M-V/def2-TZVPD", "molar_mass_g_mol": 1008.3, "gap_ev": [7.5, 8.1], "charge": 1, "multiplicity": 4, "species": ["C", "O", "C", "C", "C", "C", "C", "C", "C", "C", "C", "C", "C", "C", "N", "C", "P", "N", "C", "N", "C", "C", "C", "Br", "C", "C", "C", "C", "C", "C", "C", "C", "C", "H", "H", "H", "H", "H", "H", "H", "H", "H", "H", "H", "H", "H", "H", "H", "H", "H", "H", "H", "H", "H", "H", "H", "H", "H", "H", "H", "H", "H", "H", "H", "H", "H", "H", "H", "H", "H", "H", "H", "H", "H", "H", "H", "H", "H", "H", "C", "C", "C", "C", "C", "C", "N", "O", "C", "C", "C", "H", "H", "H", "H", "H", "H", "H", "H", "H", "H", "H", "H", "H", "H", "H", "H", "H", "H", "C", "C", "C", "C", "C", "C", "N", "O", "C", "C", "C", "H", "H", "H", "H", "H", "H", "H", "H", "H", "H", "H", "H", "H", "H", "H", "H", "H", "H", "C", "C", "C", "C", "C", "C", "N", "O", "C", "C", "C", "H", "H", "H", "H", "H", "H", "H", "H", "H", "H", "H", "H", "H", "H", "H", "H", "H", "H"], "coordinates": [[-3.759, 0.727, 3.956], [-4.719, 0.159, 3.024], [-5.035, -1.232, 3.388], [-4.957, -2.192, 2.091], [-3.730, -3.255, 2.153], [-3.788, -4.280, 0.909], [-3.190, -5.751, 1.240], [-1.707, -5.726, 1.851], [-0.530, -5.854, 0.757], [0.822, -5.060, 1.217], [0.573, -3.532, 0.803], [1.782, -2.521, 1.094], [1.353, -1.033, 1.523], [0.091, -0.413, 0.758], [0.358, 0.800, -0.070], [1.488, 1.219, -0.889], [3.097, 0.270, -1.141], [3.702, 0.794, -2.559], [1.129, 2.573, -1.529], [-0.226, 2.899, -1.100], [-0.916, 4.127, -1.578], [-0.953, 4.312, -3.178], [-1.023, 2.950, -4.028], [-2.668, 5.308, -3.575], [-0.665, 1.834, -0.216], [-2.132, 1.881, 0.469], [-3.015, 0.558, 0.217], [-2.960, 0.000, -1.288], [-3.310, 0.924, -2.498], [-3.185, 0.315, -3.934], [-2.781, -1.158, -4.242], [-2.450, -2.091, -3.034], [-2.560, -1.474, -1.610], [-3.540, 1.806, 3.614], [-2.766, 0.137, 3.994], [-4.270, 0.751, 4.986], [-4.418, -1.606, 4.280], [-6.137, -1.208, 3.744], [-4.935, -1.569, 1.132], [-5.922, -2.828, 2.054], [-3.811, -3.838, 3.150], [-2.738, -2.665, 2.189], [-4.905, -4.324, 0.594], [-3.222, -3.910, -0.018], [-3.291, -6.354, 0.261], [-3.942, -6.234, 1.978], [-1.516, -4.803, 2.515], [-1.615, -6.663, 2.532], [-0.350, -6.964, 0.555], [-0.882, -5.370, -0.237], [1.060, -5.223, 2.328], [1.708, -5.462, 0.583], [0.411, -3.529, -0.348], [-0.416, -3.103, 1.235], [2.525, -2.569, 0.208], [2.373, -2.957, 1.993], [1.086, -1.089, 2.650], [2.307, -0.373, 1.488], [-0.656, -0.075, 1.579], [-0.498, -1.141, 0.097], [2.912, -1.142, -1.297], [4.065, 0.641, -0.148], [3.774, -0.045, -3.177], [1.700, 3.276, -2.216], [-2.012, 4.205, -1.214], [-0.400, 5.075, -1.152], [-0.103, 5.014, -3.517], [-0.107, 2.963, -4.740], [-1.959, 2.865, -4.688], [-0.948, 1.990, -3.414], [-2.731, 2.809, 0.184], [-1.957, 1.949, 1.611], [-4.115, 0.769, 0.523], [-2.657, -0.253, 0.957], [-3.638, 1.994, -2.274], [-3.404, 0.991, -4.824], [-2.689, -1.548, -5.316], [-2.118, -3.169, -3.183], [-2.289, -2.135, -0.706], [2.315, 6.889, -8.041], [1.937, 8.327, -7.578], [2.559, 8.631, -6.194], [1.861, 7.926, -5.041], [0.362, 8.215, -5.062], [-0.286, 7.879, -6.418], [0.447, 8.476, -7.580], [0.165, 9.811, -7.600], [-0.365, 6.339, -6.563], [-1.777, 8.316, -6.385], [2.642, 9.250, -8.609], [2.845, 6.329, -7.266], [1.448, 6.303, -8.350], [2.958, 6.897, -8.926], [2.526, 9.711, -6.002], [3.620, 8.361, -6.192], [2.046, 6.848, -5.080], [2.281, 8.271, -4.090], [-0.124, 7.647, -4.259], [0.205, 9.273, -4.821], [-0.742, 6.052, -7.550], [-1.051, 5.914, -5.822], [0.591, 5.839, -6.400], [-1.898, 9.376, -6.155], [-2.325, 7.767, -5.612], [-2.269, 8.113, -7.344], [2.235, 9.103, -9.614], [3.713, 9.028, -8.649], [2.558, 10.310, -8.356], [3.918, -6.252, -3.822], [4.908, -5.932, -2.664], [6.315, -6.490, -2.986], [6.421, -8.001, -2.847], [5.938, -8.449, -1.469], [4.520, -7.941, -1.146], [4.361, -6.467, -1.378], [4.995, -5.820, -0.358], [3.499, -8.735, -1.998], [4.163, -8.341, 0.313], [5.016, -4.383, -2.680], [4.363, -6.899, -4.583], [2.998, -6.723, -3.473], [3.575, -5.347, -4.334], [7.057, -6.034, -2.318], [6.611, -6.201, -4.001], [5.852, -8.502, -3.636], [7.463, -8.311, -2.981], [5.968, -9.543, -1.419], [6.649, -8.092, -0.715], [2.485, -8.348, -1.863], [3.482, -9.789, -1.702], [3.731, -8.733, -3.064], [4.882, -7.960, 1.040], [4.156, -9.430, 0.425], [3.167, -7.975, 0.589], [4.054, -3.919, -2.438], [5.314, -4.030, -3.673], [5.767, -4.002, -1.983], [-0.123, 2.532, 8.421], [-1.595, 2.380, 7.940], [-2.543, 3.228, 8.821], [-2.787, 2.638, 10.201], [-3.263, 1.191, 10.091], [-2.310, 0.318, 9.253], [-1.969, 0.931, 7.927], [-3.059, 0.793, 7.119], [-1.023, 0.056, 10.074], [-2.934, -1.097, 9.096], [-1.593, 3.020, 6.524], [-0.046, 3.108, 9.347], [0.372, 1.572, 8.578], [0.505, 3.035, 7.679], [-3.514, 3.339, 8.321], [-2.147, 4.244, 8.929], [-1.882, 2.700, 10.813], [-3.547, 3.228, 10.725], [-3.372, 0.773, 11.098], [-4.267, 1.185, 9.650], [-0.281, -0.490, 9.483], [-1.242, -0.554, 10.956], [-0.559, 0.967, 10.454], [-3.926, -1.070, 8.643], [-3.051, -1.580, 10.071], [-2.293, -1.744, 8.484], [-0.955, 2.456, 5.836], [-1.209, 4.044, 6.568], [-2.594, 3.087, 6.087]]}

Entry 3:
{"formula": "C25H31CsN7S4", "method": "wB97M-V/def2-TZVPD", "e_above_lowest_kj_mol": 68.2, "molar_mass_g_mol": 690.7, "gap_ev": 4.6, "charge": -1, "species": ["Cs", "C", "C", "N", "C", "C", "N", "C", "C", "N", "C", "C", "N", "C", "C", "C", "C", "C", "C", "C", "N", "H", "H", "H", "H", "H", "H", "H", "H", "H", "H", "H", "H", "H", "H", "H", "H", "H", "H", "H", "H", "H", "H", "H", "S", "S", "S", "S", "C", "C", "C", "C", "N", "C", "C", "C", "C", "C", "C", "N", "H", "H", "H", "H", "H", "H", "H", "H"], "coordinates": [[-1.565, 0.962, 0.755], [2.810, 1.740, 0.314], [2.740, 0.319, -0.174], [2.871, 0.098, -1.410], [2.911, -1.204, -2.060], [2.181, -2.466, -1.576], [0.738, -2.460, -1.759], [0.190, -3.731, -2.249], [-0.926, -4.386, -1.430], [-2.268, -3.880, -1.699], [-2.709, -2.676, -0.996], [-2.486, -2.649, 0.516], [-1.135, -2.229, 0.788], [-0.523, -2.510, 1.862], [-1.002, -3.397, 2.975], [0.878, -1.991, 1.932], [1.808, -2.454, 2.861], [3.115, -2.004, 2.781], [3.467, -1.107, 1.787], [2.471, -0.687, 0.911], [1.216, -1.102, 0.996], [3.114, 2.394, -0.500], [3.511, 1.827, 1.149], [1.826, 2.061, 0.666], [3.976, -1.457, -2.132], [2.567, -1.042, -3.084], [2.488, -2.750, -0.562], [2.589, -3.238, -2.237], [0.260, -2.149, -0.916], [0.998, -4.472, -2.292], [-0.186, -3.610, -3.271], [-0.657, -4.362, -0.365], [-0.934, -5.438, -1.725], [-2.935, -4.616, -1.510], [-3.774, -2.561, -1.207], [-2.207, -1.805, -1.427], [-2.740, -3.626, 0.948], [-3.164, -1.914, 0.978], [-2.072, -3.559, 2.925], [-0.800, -2.930, 3.939], [-0.480, -4.360, 2.932], [1.515, -3.156, 3.628], [3.855, -2.357, 3.489], [4.479, -0.738, 1.685], [-2.267, -0.488, 3.701], [-3.834, 0.830, 3.293], [-4.840, 0.106, 1.582], [-4.740, 1.544, 0.077], [-0.061, 5.471, 2.571], [-0.576, 6.346, 1.632], [-0.741, 5.915, 0.329], [-0.382, 4.609, -0.009], [0.100, 3.766, 0.907], [0.253, 4.187, 2.155], [-0.540, 4.086, -1.397], [-0.756, 4.941, -2.478], [-0.917, 4.396, -3.739], [-0.857, 3.023, -3.892], [-0.629, 2.251, -2.763], [-0.467, 2.765, -1.551], [0.073, 5.759, 3.605], [-0.862, 7.352, 1.912], [-1.174, 6.579, -0.405], [0.634, 3.457, 2.863], [-0.787, 6.012, -2.346], [-1.087, 5.040, -4.593], [-0.986, 2.551, -4.856], [-0.568, 1.170, -2.836]]}